(1)
Density functional theory data (ωB97M-V/def2-TZVPD) for 12 unconnected molecules or ions with the total composition C48H120O24.

```
192
Properties=species:S:1:pos:R:3:lowdin_charge:R:1
H -1.265 -2.574 -3.927 0.10
H -0.465 1.170 8.020 0.13
H 0.345 7.931 -0.949 0.08
H -4.803 -0.748 -7.121 0.11
C 1.867 5.699 0.287 -0.19
H -1.123 6.510 5.271 0.11
H 0.323 -0.587 -3.037 0.07
C -2.554 0.967 -4.385 -0.09
H -0.344 1.802 6.303 0.11
H 0.941 -6.044 -3.871 0.09
H 6.878 -7.324 -0.016 0.09
O 1.171 4.256 4.562 -0.13
C -0.195 -5.426 4.448 -0.20
H -4.030 6.500 2.767 0.12
C 2.166 4.196 0.219 -0.18
H 3.126 1.900 -0.954 0.05
O -6.196 -0.719 -5.418 -0.15
H 2.863 -3.755 1.588 0.07
C -1.180 -0.291 4.204 -0.16
H -1.220 4.881 1.257 0.06
C 0.100 1.758 7.297 -0.25
O 2.335 1.500 6.331 -0.19
H -1.331 3.177 8.652 0.09
O -1.448 -5.140 5.108 -0.21
H -1.372 0.489 -1.535 0.12
H 3.517 -6.090 -5.822 0.12
H 3.398 -2.188 0.855 0.09
H 0.549 -6.812 -7.650 0.09
H -3.020 -1.959 5.820 0.08
C -2.224 -3.093 -3.928 -0.16
H -2.207 -0.695 -7.982 0.07
O -0.085 -0.360 -8.282 -0.17
H -0.839 4.248 4.859 0.11
O -2.758 1.475 4.909 -0.19
H -2.228 7.618 3.823 0.11
H 2.835 0.066 4.877 0.07
H 5.805 -2.945 -0.482 0.12
H 0.493 9.010 1.508 0.08
O 0.179 1.501 1.300 -0.18
C -0.071 6.275 5.108 -0.18
H 1.753 0.414 7.941 0.13
H -2.279 -2.528 4.474 0.09
H 0.658 -5.465 5.125 0.13
C -0.738 3.816 7.998 -0.08
C -2.260 7.611 2.734 -0.19
H 0.140 1.579 -1.302 0.13
C 5.702 -4.851 -1.784 -0.15
O -1.089 -1.142 5.357 -0.20
C -4.315 0.887 -6.054 -0.24
H 1.618 7.903 -2.207 0.08
H 0.941 0.070 6.424 0.10
H -2.398 -3.663 -1.744 0.11
C 0.399 -0.954 -7.163 -0.26
O -2.217 -4.386 -4.552 -0.18
H 4.300 -0.549 -5.885 0.09
C 5.101 -3.731 -0.756 -0.18
H 0.441 -3.963 0.688 0.06
H -3.372 2.888 3.587 0.07
H -0.941 -6.685 6.488 0.08
C 0.201 -4.558 3.287 -0.14
H -2.706 -2.444 -4.659 0.10
C 1.196 3.092 3.685 -0.09
C -0.472 -3.600 1.160 -0.11
C 2.856 -5.233 -5.954 -0.17
H 0.360 7.056 4.482 0.10
H -0.571 7.655 7.378 0.09
H -1.689 -2.994 6.180 0.08
C -5.371 -0.088 -6.466 -0.17
O 2.360 -1.101 -5.820 -0.20
C -2.016 -2.220 5.486 -0.10
C -0.220 8.749 2.290 -0.09
O 1.556 -5.738 -6.270 -0.20
H 1.199 7.961 6.947 0.09
H -0.426 -6.444 4.137 0.12
H -2.433 -4.051 -6.548 0.09
H 1.292 0.714 -6.354 0.13
H 2.679 6.252 0.758 0.12
C -2.582 0.324 4.134 -0.22
C 3.268 0.749 5.608 -0.11
H -4.705 1.785 4.117 0.08
O 0.519 6.156 6.390 -0.19
H -2.495 -6.916 5.746 0.08
H 1.963 -0.270 -2.312 0.07
O -2.900 6.057 1.002 -0.16
C 1.363 7.621 -1.185 -0.08
H 6.105 -4.363 -2.671 0.12
H -1.644 1.863 0.439 0.12
H -3.728 -5.392 -3.002 0.08
H -1.308 -3.527 0.464 0.08
H -1.237 4.222 7.118 0.08
O 0.360 2.979 7.760 -0.15
C -2.885 -3.064 -2.515 -0.20
H -2.203 1.957 -4.677 0.10
H -1.723 0.365 -4.018 0.06
H 2.253 2.853 3.567 0.08
C 1.376 -5.418 -3.092 -0.12
O -4.262 -3.367 -2.444 -0.19
C -0.101 4.910 4.405 -0.18
H 0.295 8.663 3.247 0.07
O -3.215 0.238 -5.413 -0.23
H -2.258 -5.699 6.992 0.08
C 3.756 2.783 -0.845 -0.08
H -0.387 4.701 8.529 0.08
H 2.266 -6.461 -8.044 0.08
H 4.290 -3.366 -1.387 0.09
H -0.372 -1.002 -6.394 0.11
C 1.028 -0.826 -2.241 -0.06
O 4.322 -4.139 0.322 -0.22
H 2.360 -0.028 -7.534 0.13
H -0.327 -2.572 1.494 0.07
H -2.734 8.480 2.279 0.13
H -1.525 -5.408 -6.290 0.08
H 0.779 -4.516 -2.956 0.08
H -5.969 0.508 -7.155 0.12
C -1.394 -0.920 -8.673 -0.05
H -6.078 -1.500 -3.452 0.09
O 2.686 -5.175 -3.436 -0.17
H -5.332 0.078 -3.696 0.08
H 2.364 -3.395 -0.022 0.06
H -1.051 -0.899 3.308 0.10
C 6.090 -6.691 -0.424 -0.13
H 4.922 -5.482 -2.210 0.10
C 0.438 7.254 7.279 -0.10
C -3.819 2.344 4.419 -0.06
H -2.715 -2.136 -1.969 0.12
H 2.021 0.560 0.646 0.08
H 0.824 2.127 4.031 0.06
H -1.469 0.389 0.921 0.11
C 1.306 0.687 1.459 -0.11
H -5.469 -4.958 -3.045 0.08
H -4.681 -5.282 -1.538 0.08
H -1.408 -2.008 -8.726 0.08
H -0.497 4.983 3.392 0.09
H 5.309 -7.275 -0.911 0.08
H 3.874 -4.048 -4.576 0.12
H 0.890 -0.247 1.837 0.08
H -3.939 1.543 -6.840 0.13
H -0.433 0.502 4.218 0.10
C 1.559 -6.709 -7.252 -0.14
H 0.460 -3.585 3.705 0.12
H -0.783 9.670 2.438 0.08
H -2.629 0.578 3.075 0.11
O 6.684 -5.720 -1.225 -0.18
H 2.084 8.203 -0.611 0.08
C 1.714 -0.237 -6.682 -0.20
C -0.846 1.121 0.407 -0.20
H 1.980 0.916 2.284 0.08
H 5.449 -6.230 0.327 0.07
H 0.890 3.283 2.656 0.06
C 2.871 -4.470 -4.627 -0.20
H 1.915 -7.700 -6.971 0.09
C -5.499 -0.898 -4.152 -0.08
O 0.427 -0.401 -0.986 -0.23
H 3.736 -1.185 -4.270 0.08
C -3.020 6.326 2.395 -0.18
C -4.525 -4.828 -2.517 -0.05
H -4.850 1.619 -5.449 0.13
H -0.730 -3.953 -5.906 0.08
C -1.810 -6.149 6.106 -0.08
O 3.207 4.143 -0.775 -0.16
H -2.675 5.510 3.031 0.10
H 3.809 0.123 6.317 0.09
H -1.667 5.173 -0.413 0.10
H -2.498 3.996 0.611 0.07
C 3.183 -3.243 0.681 -0.04
C 1.317 0.875 7.055 -0.19
H -4.131 2.974 5.252 0.09
O -0.968 7.529 2.111 -0.20
H 0.997 6.013 0.865 0.10
C -1.705 -4.435 -5.834 -0.13
O -0.918 -4.353 2.285 -0.19
C 3.497 -0.584 -5.148 -0.09
H 3.258 -4.742 -6.840 0.13
H 1.217 3.771 -0.107 0.11
H 1.301 -1.873 -2.375 0.07
H 3.356 0.469 -4.907 0.09
H -3.333 -0.431 4.368 0.12
H 4.534 2.747 -1.608 0.09
H 0.746 6.941 8.276 0.08
H 4.123 2.469 0.132 0.08
H 2.158 -3.653 -4.730 0.11
C -2.070 4.998 0.585 -0.10
H 1.181 -6.021 -2.206 0.09
H 3.890 1.449 5.051 0.09
H 1.030 -5.034 2.764 0.12
H -1.591 -0.619 -9.702 0.09
H 2.515 3.833 1.186 0.11
H -3.268 1.021 -3.563 0.08
H 0.531 -2.008 -7.408 0.12
H -4.528 -1.382 -4.254 0.06
O 1.534 6.193 -1.017 -0.19
C -0.471 0.738 -0.975 -0.16
```

Calculated values
* electronic energy: -3705.79160 a.u.
* structure (SMILES): COCCOC.COCCOC.COCCOC.COCCOC.COCCOC.COCCOC.COCCOC.COCCOC.COCCOC.COCCOC.COCCOC.COCCOC
* E_LUMO: 0.0134 hartree


(2)
Density functional theory data (ωB97M-V/def2-TZVPD) for 12 unconnected molecules or ions with the total composition C48H120O24.

```
192
Properties=species:S:1:pos:R:3:lowdin_charge:R:1
H -1.603 -1.095 6.406 0.08
H 0.215 8.942 1.928 0.08
O 7.646 4.206 -3.626 -0.23
C 6.078 -1.790 8.170 -0.23
H 9.799 3.726 -2.700 0.12
C 5.836 -6.108 -2.898 -0.17
H 0.346 0.459 0.900 0.12
O 2.330 0.856 0.218 -0.19
H -7.163 -1.726 1.437 0.08
H -3.458 3.546 4.721 0.09
H 5.573 0.267 10.741 0.08
O -0.539 -5.469 -10.665 -0.22
H -6.548 -2.786 -12.647 0.12
H 8.248 7.235 7.423 0.09
H -8.619 -0.901 4.494 0.12
H -0.807 -8.262 -12.643 0.12
C 9.963 3.042 -3.532 -0.19
H 5.029 8.906 5.275 0.13
H -8.339 -0.834 -13.085 0.11
H 10.888 3.209 -4.084 0.12
O -6.464 -0.509 -13.993 -0.21
H 0.733 -6.213 -12.187 0.11
O -0.497 -0.973 -1.243 -0.19
H 0.722 -4.002 -11.427 0.07
H -7.594 6.630 9.774 0.08
H -2.038 -2.551 7.272 0.08
H -3.644 5.102 5.728 0.08
C 10.492 1.492 -1.796 -0.10
H 6.229 -6.045 -3.913 0.12
C 0.849 -0.771 -0.793 -0.19
C -7.579 -1.101 2.227 -0.07
C -3.027 -12.435 -9.670 -0.07
C -0.585 1.956 8.988 -0.12
C -2.484 0.842 9.877 -0.19
O -6.650 6.198 7.982 -0.18
H -3.435 -12.226 -10.659 0.08
O -3.380 -11.511 -8.608 -0.17
H -5.888 6.360 9.951 0.09
H -0.484 12.414 2.907 0.12
H -0.211 2.962 8.798 0.09
H -2.017 -4.746 -14.589 0.08
C 5.921 -0.167 6.390 -0.11
H -1.209 13.055 5.066 0.12
O -0.878 -10.990 -7.073 -0.16
H -1.975 -12.666 -9.841 0.09
O -5.843 -1.591 -11.075 -0.21
H 2.822 -6.006 -0.786 0.09
H 7.156 -1.931 8.092 0.13
C 5.084 7.232 6.392 -0.19
C -2.666 -0.093 8.688 -0.13
C 6.601 -0.096 10.728 -0.08
H -9.584 0.198 3.582 0.12
H 4.612 -1.564 9.662 0.13
H -12.545 -3.276 4.749 0.08
C -1.488 -5.183 -13.743 -0.08
C -4.044 4.431 4.968 -0.06
C 7.315 6.785 7.081 -0.13
H 6.300 2.676 -3.433 0.09
H -7.166 -0.015 -12.024 0.12
H -0.380 -2.088 7.231 0.09
H -5.040 -3.433 -10.407 0.08
C -6.204 4.963 5.717 -0.21
H 6.997 0.305 9.795 0.07
O -8.997 -1.377 2.457 -0.17
H 5.154 6.147 6.322 0.12
H 2.028 1.966 1.991 0.08
H -1.518 9.364 2.058 0.08
H 0.032 -3.628 -9.885 0.08
C -0.967 11.613 3.466 -0.20
H 5.636 -2.554 7.531 0.12
H -4.812 -2.066 -9.277 0.08
C -0.498 9.746 2.114 -0.10
H -0.341 10.349 1.220 0.08
H -6.406 -2.815 -9.458 0.07
C -10.663 -1.528 4.189 -0.21
H 0.485 13.278 7.068 0.08
H -1.894 0.381 10.669 0.12
H -7.031 5.037 9.652 0.08
O 6.491 -1.541 10.598 -0.20
C -1.255 -9.716 -6.431 -0.05
C -6.937 -2.030 -11.964 -0.19
H -11.502 -4.433 5.510 0.09
H -7.883 -2.335 -11.516 0.12
O -0.220 10.419 3.366 -0.18
C -1.111 -7.230 -12.465 -0.19
C -1.387 -1.677 7.302 -0.15
O 0.463 11.999 5.376 -0.17
H 8.316 2.449 -4.801 0.11
C -5.954 5.215 7.300 -0.19
H -7.224 4.606 5.577 0.12
C 6.816 3.390 -2.791 -0.10
H 7.490 2.969 -2.046 0.08
H -3.019 0.406 7.786 0.12
H -3.670 -12.962 -7.261 0.12
H 7.095 -3.781 -3.725 0.08
H 3.621 -6.247 -2.953 0.12
H 6.866 6.038 7.735 0.08
H 4.480 -5.455 -0.329 0.08
O 4.261 -7.276 -1.371 -0.19
H 6.087 4.079 -2.365 0.09
H -0.620 -8.970 -6.907 0.08
C -11.645 -3.364 5.357 -0.09
H 6.571 7.569 2.092 0.08
H 4.835 7.804 2.523 0.08
H 1.109 -1.494 -0.019 0.12
H 7.199 0.313 11.542 0.08
H 10.576 0.438 -1.535 0.08
C 0.502 -4.433 -10.450 -0.07
H 0.262 11.554 7.485 0.09
H 0.117 1.503 9.687 0.09
H -3.436 -0.842 8.876 0.12
H -1.912 -4.949 -12.766 0.08
H -1.698 -12.249 -5.768 0.12
H -0.535 -4.663 -13.834 0.08
C 0.653 12.251 6.744 -0.12
C -7.064 -0.050 -15.165 -0.14
H -1.822 -2.357 -1.947 0.09
C -0.869 12.024 4.971 -0.22
C 5.869 7.928 2.845 -0.03
H -11.198 -0.959 4.950 0.12
H 3.841 7.644 4.740 0.13
O 6.330 7.764 6.929 -0.20
C -0.043 -6.563 -11.506 -0.18
H -2.064 -7.325 -11.945 0.12
O 5.596 -4.715 -2.553 -0.24
H -3.743 -11.266 -6.687 0.12
O 5.873 7.328 4.227 -0.20
H -6.212 0.029 -15.840 0.09
C 0.971 0.521 0.009 -0.24
C 3.819 -6.311 -0.467 -0.12
H 1.739 12.225 6.829 0.09
C 4.503 -6.843 -2.719 -0.17
O -1.220 -6.591 -13.711 -0.19
O 5.724 -0.510 7.733 -0.20
H 0.559 1.404 -0.479 0.12
H -7.552 0.863 -14.824 0.09
H -4.896 5.471 7.363 0.11
C 5.602 -2.009 9.566 -0.19
H 7.498 6.326 6.110 0.08
H 4.395 -7.643 -3.450 0.12
H 8.883 4.064 -5.195 0.11
H 6.081 8.977 3.052 0.08
H -6.086 5.880 5.138 0.12
H 5.569 -3.073 9.800 0.13
H -1.991 11.442 3.135 0.12
O -10.522 -2.874 4.609 -0.18
H -0.258 -3.094 -1.586 0.08
O 9.968 1.650 -3.150 -0.20
O -1.843 2.102 9.608 -0.19
C -9.362 -0.863 3.697 -0.25
C -1.764 -11.988 -6.825 -0.27
H 4.347 7.543 7.132 0.13
H -2.284 -9.366 -6.520 0.09
H -6.967 -1.422 3.070 0.08
C 8.682 3.381 -4.370 -0.13
H 5.212 -0.720 5.774 0.08
O -1.405 -0.894 8.455 -0.22
H 6.857 -0.512 5.950 0.08
H 11.524 1.840 -1.772 0.09
C -3.219 -11.972 -7.330 -0.25
H -3.400 1.016 10.440 0.12
H -1.512 11.410 5.601 0.12
H -7.488 -0.038 2.003 0.09
H -11.288 -1.373 3.310 0.12
H 9.826 1.805 -0.991 0.08
C -6.760 6.055 9.372 -0.12
H 1.924 2.934 0.525 0.08
H 5.886 0.918 6.292 0.09
H -7.803 -0.711 -15.618 0.08
C -0.745 -2.189 -1.947 -0.11
H 0.526 -7.238 -10.866 0.11
C 2.464 2.116 1.004 -0.06
H -4.153 4.978 4.032 0.08
H -1.341 -12.847 -7.346 0.12
H 7.586 -4.317 -2.121 0.08
C -5.494 -2.537 -9.985 -0.07
H 1.508 -0.859 -1.657 0.13
H -0.348 -2.082 -2.957 0.08
H 6.664 -6.386 -2.246 0.12
H -0.915 -9.745 -5.396 0.08
H 3.508 2.418 1.090 0.08
H -3.586 -13.329 -9.395 0.08
H -0.554 1.322 8.103 0.08
H 1.392 -4.812 -9.946 0.08
C -7.297 -0.802 -12.767 -0.15
C 4.863 7.851 5.057 -0.25
H -11.761 -2.782 6.271 0.08
C 6.777 -3.853 -2.685 -0.08
H 6.553 -2.848 -2.325 0.08
H -6.168 4.254 7.767 0.12
H 3.733 -6.840 0.482 0.09
O -5.368 3.911 5.354 -0.20
```

Calculated values
* electronic energy: -3705.79624 a.u.
* structure (SMILES): COCCOC.COCCOC.COCCOC.COCCOC.COCCOC.COCCOC.COCCOC.COCCOC.COCCOC.COCCOC.COCCOC.COCCOC
* E_LUMO: 0.0055 hartree


> Among the records above, which one has the highest E_LUMO?

number 1